C32H48As2Ca2F15NO26 | ωB97M-V with the def2-TZVPD basis set

Last column: Mulliken charge in e.
Positions of all 126 atoms, in Å:
1 Ca 2.044728 -7.587736 0.927358  1.7955
2 Ca 1.023158 -2.509316 5.488658  1.6430
3 As -1.956152 -7.993876 5.617328  1.9757
4 F -2.474192 -9.710356 5.359658  -0.4792
5 F -3.359802 -7.362896 4.695378  -0.4570
6 F -1.487272 -6.190936 5.780078  -0.5560
7 F -0.500922 -8.714916 6.420968  -0.4732
8 F -0.999892 -8.011806 4.092468  -0.5223
9 F -3.003522 -7.873436 7.138218  -0.4876
10 As 7.180018 -4.901716 -0.748152  1.9673
11 F 7.844598 -5.708746 0.740318  -0.5021
12 F 6.826528 -6.458256 -1.430602  -0.4697
13 F 6.493248 -3.994416 -2.108502  -0.4692
14 F 7.658398 -3.329206 0.090478  -0.4917
15 F 8.900838 -5.032086 -1.376962  -0.5022
16 F 5.553628 -5.137526 -0.026992  -0.5301
17 C 0.055968 -1.485856 0.897498  -0.1710
18 O 0.201408 -0.460026 1.925818  -0.3569
19 O 0.289668 -2.716286 1.629178  -0.8098
20 C -1.181252 -1.251506 -0.024252  0.9179
21 F -2.012682 -0.349576 0.440788  -0.2378
22 F -0.908682 -0.916486 -1.313672  -0.2714
23 F -1.983302 -2.369286 -0.156532  -0.2925
24 C 0.859218 0.757644 1.638408  -0.1911
25 C -0.055732 1.790344 0.979548  -1.1269
26 H -1.067492 1.819124 1.384068  0.2775
27 H 0.238828 2.788844 1.302538  0.4225
28 H -0.142452 1.663904 -0.099612  0.2413
29 H 1.762628 0.690404 1.032238  0.3457
30 H 1.108638 1.300804 2.549918  0.2481
31 H 0.996098 -1.342356 0.364898  0.2676
32 N 6.110698 -1.173256 4.377178  1.0547
33 O 6.882228 -2.143566 4.573658  -0.5635
34 O 4.955938 -1.200596 4.709998  -0.6766
35 O 6.622668 -0.286906 3.731838  -0.5166
36 C 3.147448 2.660054 -3.990422  -1.2332
37 C 4.525118 2.070474 -4.313542  0.3171
38 C 5.707758 2.920394 -4.760982  -0.4394
39 O 6.108878 3.437184 -3.570442  -0.3208
40 C 5.899458 2.538654 -2.664832  0.6409
41 O 6.548238 2.420504 -1.651102  -0.5844
42 O 5.058168 1.615424 -3.069922  -0.3286
43 H 2.441138 1.934294 -3.587292  0.3500
44 H 2.657148 3.207924 -4.795122  0.3256
45 H 3.211518 3.254914 -3.079302  0.3167
46 H 4.594428 1.193894 -4.957672  0.3393
47 H 5.283448 3.695894 -5.398672  0.3027
48 H 6.507918 2.416534 -5.303182  0.3149
49 C -4.030212 4.369444 9.971518  -1.2819
50 C -4.305152 3.489964 8.656218  0.4262
51 C -3.812752 4.076204 7.344798  -0.4571
52 O -3.415352 3.018954 6.517198  -0.3008
53 C -3.291562 1.863044 7.192348  0.6582
54 O -2.838792 0.863114 6.752758  -0.5342
55 O -3.713912 2.214674 8.501698  -0.3927
56 H -3.004472 4.253674 10.321608  0.3568
57 H -4.625592 3.934054 10.774038  0.3437
58 H -4.223882 5.438434 9.882848  0.3494
59 H -5.386552 3.376684 8.579768  0.2165
60 H -2.929762 4.696244 7.499628  0.3062
61 H -4.666632 4.654704 6.992188  0.3084
62 C -3.737202 -10.152556 -6.035142  -1.1809
63 C -4.261352 -9.555126 -4.760242  0.3453
64 C -4.606512 -10.482856 -3.523702  -0.4385
65 O -3.892042 -9.893576 -2.455802  -0.3276
66 C -3.040582 -8.943536 -2.919962  0.6360
67 O -2.114382 -8.486286 -2.314792  -0.5591
68 O -3.252792 -8.740836 -4.219042  -0.3361
69 H -4.522752 -10.338056 -6.767672  0.3341
70 H -3.328122 -11.144686 -5.844302  0.3136
71 H -3.041052 -9.382186 -6.366812  0.3118
72 H -5.147152 -8.932126 -4.884022  0.3317
73 H -4.239022 -11.491856 -3.710692  0.2636
74 H -5.681102 -10.542656 -3.351102  0.3044
75 C 0.725588 -5.704236 -8.607442  -1.3269
76 C 1.722318 -5.135356 -7.464732  0.4146
77 C 1.320368 -3.987986 -6.650822  -0.4324
78 O 1.298958 -4.423306 -5.320402  -0.2820
79 C 1.736858 -5.689276 -5.307852  0.6918
80 O 1.994678 -6.153196 -4.187622  -0.6376
81 O 1.784178 -6.230756 -6.523802  -0.3513
82 H -0.308892 -5.492876 -8.336762  0.3697
83 H 0.672148 -6.790066 -8.528602  0.3358
84 H 0.738348 -5.253266 -9.599702  0.3821
85 H 2.655218 -4.948526 -7.996622  0.2688
86 H 0.294778 -3.771666 -6.949932  0.2823
87 H 1.923978 -3.092896 -6.801042  0.2845
88 C -4.688232 2.354394 -3.670802  -1.4477
89 C -5.443542 1.104424 -4.109072  0.4097
90 C -6.458922 0.583794 -3.119852  -0.3300
91 O -7.664792 0.493554 -3.913612  -0.3343
92 C -7.452942 1.192304 -5.048272  0.7008
93 O -8.265612 1.656204 -5.865302  -0.5892
94 O -6.178692 1.368924 -5.213542  -0.3360
95 H -5.185282 3.324384 -3.658522  0.3603
96 H -3.997322 2.640654 -4.463782  0.3867
97 H -4.204852 2.224964 -2.702462  0.3499
98 H -4.721742 0.353974 -4.431432  0.2475
99 H -6.715812 1.319644 -2.357862  0.2680
100 H -6.111892 -0.355286 -2.688822  0.3159
101 C 6.059658 7.371604 5.608418  -1.6146
102 C 6.067148 6.562874 4.377708  0.5363
103 C 4.830348 5.676484 4.196768  -0.3525
104 O 4.393008 6.175014 2.941638  -0.3147
105 C 4.999458 7.303964 2.555538  0.6702
106 O 4.510928 7.997644 1.690228  -0.5709
107 O 6.090958 7.510504 3.284928  -0.3607
108 H 5.177108 7.961384 5.856128  0.3710
109 H 6.771188 8.197154 5.625358  0.3664
110 H 6.180868 6.757704 6.500908  0.3954
111 H 6.967728 5.949804 4.412558  0.2770
112 H 4.119038 5.844524 5.005408  0.2740
113 H 5.322038 4.709714 4.088628  0.3226
114 C -3.991862 8.085774 0.556198  -1.2916
115 C -2.572112 8.310684 0.984808  0.4199
116 C -1.937272 9.742844 0.861938  -0.4048
117 O -1.564392 10.116464 2.129828  -0.2785
118 C -1.544762 9.093454 2.893188  0.6322
119 O -1.186582 9.093284 4.105188  -0.6006
120 O -2.365452 8.088004 2.383078  -0.3321
121 H -4.131652 7.146884 0.020438  0.2918
122 H -4.220192 8.814584 -0.221492  0.3594
123 H -4.760282 8.214774 1.318428  0.3412
124 H -1.938792 7.570424 0.495908  0.2539
125 H -2.680392 10.392724 0.399838  0.3305
126 H -1.122372 9.596044 0.153078  0.2786

Atoms 1-2, force components in eV/Å:
0.0 0.6 -0.3
-0.1 0.3 -1.6

Output
**HOMO**: -7.5 eV
**Relative energy (zero: lowest compared OMol25 entry of this formula, charge and spin)**: 2056.2 kJ/mol
**Molar mass**: 1377.69 g mol⁻¹
**Charge**: 0